No. 1
123
Properties=species:S:1:pos:R:3 method="wB97M-V/def2-TZVPD" homo_ev=-11.5 total_charge=+1 homo_lumo_gap_ev=7.8 fmax_ev_per_a=3.9
C -3.390 -0.526 -3.434
C -1.894 -0.723 -2.928
I -1.191 -2.702 -3.529
C -0.900 0.446 -3.381
C -0.237 1.019 -2.060
C 1.093 1.794 -2.519
N 1.514 2.758 -1.473
C 1.184 2.221 -0.144
C -0.415 2.258 0.048
P -0.998 1.246 1.549
N -1.429 -0.254 1.207
N -1.141 1.865 -1.224
C -1.730 3.035 -1.940
O -2.963 2.661 -2.614
N -3.208 3.736 -3.495
O -2.788 3.503 -4.565
H -4.003 -0.112 -2.594
H -3.351 0.168 -4.318
H -3.839 -1.484 -3.812
H -1.926 -0.743 -1.807
H -1.391 1.218 -4.025
H -0.092 -0.050 -3.990
H 0.112 0.111 -1.483
H 1.911 1.070 -2.797
H 0.780 2.392 -3.428
H 1.132 3.690 -1.621
H 1.662 2.816 0.687
H 1.581 1.168 -0.028
H -0.632 3.334 0.328
H -2.104 1.975 2.093
H 0.035 1.290 2.555
H -1.275 -0.419 0.208
H -1.953 1.270 -0.957
H -2.035 3.843 -1.206
H -1.006 3.523 -2.645
Cl 0.662 -4.899 -0.432
C -0.978 -5.582 -0.571
C -0.962 -7.063 -0.869
Cl -0.351 -7.420 -2.504
H -1.510 -5.024 -1.342
H -1.475 -5.404 0.384
H -1.976 -7.459 -0.816
H -0.346 -7.606 -0.152
Cl 3.789 -2.213 4.311
C 3.319 -3.469 3.136
C 2.864 -2.870 1.824
Cl 1.319 -1.994 1.973
H 2.543 -4.085 3.593
H 4.196 -4.095 2.971
H 2.710 -3.662 1.090
H 3.608 -2.177 1.429
Cl 8.048 -3.005 1.644
C 7.977 -1.226 1.591
C 6.590 -0.703 1.892
Cl 5.429 -1.095 0.599
H 8.322 -0.903 0.609
H 8.680 -0.858 2.339
H 6.616 0.384 1.977
H 6.203 -1.108 2.827
Cl 2.208 -4.779 6.450
C 0.593 -5.528 6.347
C 0.677 -7.014 6.075
Cl 1.283 -7.364 4.436
H 0.025 -5.010 5.576
H 0.102 -5.354 7.306
H -0.316 -7.467 6.152
H 1.330 -7.513 6.792
Cl -0.633 -4.472 -7.229
C -2.290 -4.988 -7.635
C -3.253 -4.766 -6.489
Cl -2.923 -5.850 -5.116
H -2.255 -6.036 -7.931
H -2.602 -4.399 -8.499
H -4.272 -4.971 -6.819
H -3.212 -3.738 -6.127
Cl -1.960 -7.822 7.651
C -3.561 -8.601 7.574
C -3.459 -10.093 7.333
Cl -2.857 -10.475 5.702
H -4.140 -8.107 6.794
H -4.050 -8.415 8.531
H -4.446 -10.548 7.422
H -2.798 -10.568 8.057
Cl -2.132 -5.205 3.593
C -3.782 -5.871 3.484
C -3.779 -7.359 3.210
Cl -3.184 -7.736 1.575
H -4.316 -5.322 2.709
H -4.268 -5.672 4.440
H -4.795 -7.749 3.278
H -3.160 -7.897 3.927
Cl -3.652 7.153 -0.277
C -3.772 8.089 -1.793
C -4.779 7.492 -2.751
Cl -4.235 5.920 -3.392
H -2.780 8.140 -2.235
H -4.073 9.096 -1.521
H -4.916 8.159 -3.604
H -5.749 7.347 -2.275
Cl 6.766 2.112 -0.854
C 6.493 0.966 -2.191
C 6.092 1.667 -3.470
Cl 4.469 2.396 -3.354
H 5.738 0.250 -1.871
H 7.429 0.428 -2.342
H 6.060 0.949 -4.289
H 6.798 2.454 -3.733
Cl -3.441 10.199 0.640
C -1.718 10.160 1.106
C -0.817 10.800 0.070
Cl -0.726 9.854 -1.436
H -1.444 9.120 1.289
H -1.637 10.705 2.047
H 0.199 10.869 0.459
H -1.153 11.805 -0.184
Cl 2.777 12.160 0.685
C 3.613 11.630 -0.797
C 3.290 12.513 -1.983
Cl 1.597 12.337 -2.509
H 3.341 10.592 -0.986
H 4.683 11.670 -0.588
H 3.916 12.235 -2.831
H 3.467 13.564 -1.759

---

No. 2
107
Properties=species:S:1:pos:R:3 method="wB97M-V/def2-TZVPD" homo_ev=-8.5 homo_lumo_gap_ev=8.8 smiles="C#C[C@H]1OC(=O)[C@@H](CCO)[C@]1(CCO)OCC.COCCNCCOC.COCCNCCOC.COCCNCCOC" fmax_ev_per_a=6.9
C -0.125 5.189 2.688
C -0.032 4.271 1.736
C 0.332 3.269 0.548
O 1.254 3.720 -0.494
C 2.489 2.969 -0.297
O 3.468 3.151 -1.081
C 2.326 1.925 0.964
C 2.968 2.768 2.182
C 4.607 2.846 2.052
O 5.172 1.692 2.768
C 0.733 1.737 0.837
C -0.094 0.839 1.880
C -0.185 1.386 3.390
O -0.606 0.252 4.240
O 0.342 1.114 -0.452
C 1.099 -0.095 -0.714
C 0.019 -1.179 -1.321
H -0.084 5.836 3.649
H -0.653 3.142 -0.067
H 3.030 1.014 0.897
H 2.794 2.264 3.222
H 2.620 3.861 2.263
H 4.994 3.811 2.575
H 4.973 2.798 0.963
H 5.095 0.898 2.169
H -1.176 0.744 1.467
H 0.312 -0.254 1.947
H 0.771 1.857 3.812
H -1.030 2.183 3.501
H -1.341 -0.214 3.748
H 1.910 0.010 -1.527
H 1.556 -0.608 0.206
H 0.547 -2.210 -1.292
H -0.339 -0.863 -2.365
H -0.848 -1.252 -0.543
C -5.218 -2.268 -4.842
O -5.566 -3.480 -4.189
C -5.225 -4.644 -4.948
C -4.102 -5.422 -4.258
N -2.831 -4.697 -4.334
C -1.782 -5.257 -3.482
C -2.013 -5.223 -1.962
O -2.024 -3.909 -1.407
C -3.283 -3.254 -1.464
H -5.632 -1.440 -4.262
H -4.133 -2.147 -4.885
H -5.640 -2.231 -5.851
H -4.969 -4.402 -5.985
H -6.120 -5.275 -4.969
H -3.989 -6.398 -4.742
H -4.400 -5.585 -3.218
H -2.986 -3.733 -4.055
H -0.870 -4.688 -3.694
H -1.582 -6.291 -3.792
H -1.161 -5.732 -1.497
H -2.900 -5.785 -1.654
H -4.121 -3.952 -1.387
H -3.357 -2.665 -2.380
H -3.338 -2.556 -0.627
C 8.888 -1.483 -4.598
O 9.007 -0.095 -4.872
C 7.890 0.432 -5.594
C 7.092 1.397 -4.713
N 6.384 0.681 -3.649
C 5.814 1.560 -2.627
C 6.794 2.387 -1.780
O 7.617 1.604 -0.916
C 8.798 1.099 -1.521
H 9.833 -1.826 -4.171
H 8.096 -1.669 -3.868
H 8.695 -2.049 -5.514
H 7.252 -0.359 -6.005
H 8.302 0.994 -6.438
H 6.365 1.933 -5.332
H 7.795 2.126 -4.297
H 7.031 0.044 -3.195
H 5.242 0.919 -1.947
H 5.089 2.236 -3.099
H 6.192 3.020 -1.119
H 7.400 3.075 -2.379
H 9.192 1.768 -2.291
H 8.611 0.106 -1.934
H 9.555 0.986 -0.742
C -4.672 -1.291 3.976
O -4.556 0.098 3.698
C -5.676 0.619 2.976
C -6.477 1.583 3.855
N -7.181 0.867 4.921
C -7.753 1.746 5.941
C -6.775 2.578 6.786
O -5.949 1.801 7.650
C -4.767 1.299 7.045
H -3.726 -1.631 4.402
H -5.463 -1.476 4.706
H -4.865 -1.859 3.061
H -6.311 -0.175 2.567
H -5.268 1.181 2.130
H -7.206 2.114 3.235
H -5.777 2.315 4.268
H -6.532 0.233 5.376
H -8.322 1.104 6.624
H -8.482 2.417 5.468
H -7.379 3.211 7.447
H -6.172 3.267 6.184
H -4.376 1.968 6.273
H -4.950 0.304 6.634
H -4.008 1.191 7.823

---

Q: Which E_LUMO values were calculated for the entries above? A: -3.71; 0.34, in eV.